Density functional theory data (the ωB97M-V functional and the def2-TZVPD basis) for a molecular structure, C3H7I2N2O2 at a distorted geometry.

Positions of all 16 atoms, in Å:
C (0.32955, 2.21710, -0.09775)
C (0.59189, -1.67323, -0.47777)
C (0.62850, -0.46391, 0.19254)
N (0.35477, 2.19847, -1.31329)
N (0.14720, -0.19502, 1.56793)
O (-0.09378, 2.32883, 0.99791)
O (0.11248, -2.79309, 0.07974)
I (2.78320, -0.10081, -0.00862)
I (-2.98160, 0.10377, -0.84650)
H (0.93956, -1.72646, -1.54108)
H (-3.62501, 1.28629, -1.59915)
H (0.97167, 2.64946, -1.98734)
H (-0.77165, -0.69295, 1.57400)
H (0.10663, 0.93730, 1.71307)
H (0.68612, -0.53921, 2.37600)
H (-0.17955, -3.53656, -0.62968)

Values from the calculation:
- Orbital gap: 8.4 eV
- HOMO energy: -12.74 eV
- Total charge: +1
- Total energy: -26491.3968 eV
- Relative energy (zero: lowest compared OMol25 entry of this formula, charge and spin): 2.410 eV

Density functional theory data (the ωB97M-V functional and the def2-TZVPD basis) for 2 unconnected molecules or ions with the total composition C3H7IN at a distorted geometry.

Positions of all 12 atoms, in Å:
C (-0.34296, 0.73913, -1.43241)
C (-1.18290, -0.10950, -0.64345)
C (0.25139, 0.88109, 1.23199)
N (-0.43512, 0.61242, 0.07760)
I (0.86572, -3.13410, 1.05576)
H (0.42206, 0.27561, -2.15028)
H (-0.63277, 1.79064, -1.78671)
H (-2.06955, -0.80789, -0.69084)
H (0.49219, 0.00455, 1.74696)
H (1.05133, 1.45823, 0.80944)
H (-0.22477, 1.63772, 1.91166)
H (1.80537, -3.34791, -0.12971)

Values from the calculation:
- Orbital gap: 8.3 eV
- HOMO energy: -13.52 eV
- Total charge: +1
- Total energy: -12804.7008 eV
- Relative energy (zero: lowest compared OMol25 entry of this formula, charge and spin): 3.788 eV

The lowest HOMO energy belongs to which entry?
C3H7IN